ORCA calculation (the ωB97M-V functional and the def2-TZVPD basis) on 2 unconnected molecules or ions with the total composition C10H7N3O in a non-equilibrium geometry.

- 2S+1 = 3
- HOMO-LUMO gap (spin up / spin down) (eV) = 8.545 / 7.135

```
21
Properties=species:S:1:pos:R:3:forces:R:3:nbo_charge:R:1
N 4.661 0.413 0.288 2.314 1.448 -1.907 -0.26
H -0.814 1.508 -3.298 0.276 -0.558 0.930 0.26
N 1.850 -0.577 3.916 -1.094 0.336 1.239 -0.28
C -1.052 0.036 -0.515 2.002 1.170 -0.830 0.05
H -1.123 -2.382 0.641 0.300 0.286 1.733 0.21
H -3.157 -0.318 -0.385 -1.313 -0.553 -0.104 0.23
H 0.414 -2.011 1.552 0.882 -1.177 0.232 0.23
C -0.259 0.872 -1.239 1.165 -1.855 2.187 0.24
C 3.890 -0.097 0.950 -1.988 -1.585 1.738 0.14
N -0.221 -0.628 0.333 0.581 0.815 1.017 -0.39
C 2.256 -0.475 2.843 1.867 -1.181 -1.370 0.14
C 1.035 -0.152 0.206 -0.071 -1.014 0.583 0.37
C -2.398 1.053 -1.920 -0.737 0.662 -1.257 -0.13
C 2.925 -0.734 1.662 -0.760 1.093 0.571 0.02
C -1.005 1.605 -2.193 -1.163 1.063 -2.718 -0.51
H -0.938 2.687 -2.122 -0.248 0.328 0.522 0.27
H -0.936 -1.305 2.247 -0.831 0.097 -0.398 0.23
C -2.399 0.177 -0.918 0.008 -0.185 0.335 -0.24
C -0.548 -1.660 1.295 -0.422 -0.356 -1.579 -0.41
O 1.039 0.768 -0.728 -0.857 0.817 -1.400 -0.40
H -3.220 1.218 -2.615 0.090 0.350 0.476 0.22
```
Forces are in eV/Å.